Molecular formula: C4Br2Cl2N2O2S
Method: DFT, the ωB97M-V functional and the def2-TZVPD basis

```
! RIJCOSX wB97M-V def2-TZVPD def2/J DEFGRID3
* xyz 0 1
C -1.932 0.073 -1.775
C 2.212 0.414 1.750
C -1.940 0.072 -0.337
C 2.083 0.232 0.344
N -1.983 0.009 -2.926
N 2.230 0.525 2.892
O -0.942 -2.448 -0.438
O 0.716 -0.292 0.234
S -0.945 -1.409 0.525
Cl -3.535 -0.517 0.363
Cl 3.406 -0.643 -0.379
Br -1.488 1.783 0.319
Br 2.117 2.200 -0.571
*
```

Output
- HOMO level: -10.59 eV
- LUMO level: -2.44 eV
- Orbital gap: 8.151 eV
- Energy relative to the best compared isomer or geometry (same formula, charge and spin): 0.0 kJ/mol
- Largest force on an atom: 3.76 eV/Å
- Electronic energy: -187182.8682 eV

Atomic partial charges in e from the Mulliken method, atoms 1 to 6: number 1, C, carries 0.10; number 2, C, carries 0.25; number 3, C, carries 0.30; number 4, C, carries 0.30; number 5, N, carries -0.33; number 6, N, carries -0.36

=====

Molecular formula: C10H17N3O7
Method: DFT, the ωB97M-V functional and the def2-TZVPD basis

```
! RIJCOSX wB97M-V def2-TZVPD def2/J DEFGRID3
* xyz 0 1
O -2.488 4.150 0.482
O 1.074 2.885 2.923
N -1.285 3.851 0.569
O 0.722 -3.698 -1.454
O 2.994 0.720 -0.705
O -0.372 -2.345 0.226
O 1.401 -0.101 -2.098
O -1.066 0.272 1.260
C 0.429 2.824 1.878
N -0.832 3.397 1.818
N 1.211 2.299 0.861
C -1.746 3.365 2.972
C -1.719 -3.773 -1.247
C -0.378 -3.564 -0.546
C 0.925 -2.501 -2.265
C 1.714 1.022 -1.253
C -0.098 -1.119 -0.509
C 1.153 -1.310 -1.348
C 0.660 1.335 -0.137
C 0.133 0.041 0.490
H 3.612 0.650 -1.435
H -1.412 -0.550 1.600
H 2.113 2.046 1.298
H -2.362 4.259 3.053
H -2.389 2.501 2.895
H -1.177 3.273 3.915
H -1.911 -2.916 -1.893
H -1.592 -4.682 -1.856
H -2.545 -3.935 -0.570
H -0.233 -4.394 0.134
H 0.099 -2.309 -2.952
H 1.827 -2.707 -2.885
H 1.818 1.928 -1.889
H -0.940 -0.824 -1.146
H 1.990 -1.577 -0.684
H -0.215 1.784 -0.684
H 0.884 -0.298 1.181
*
```

Output
- SMILES: C[C@H]1OC[C@H]2O[C@H](O)[C@H](NC(=O)N(C)N=O)[C@@H](O)[C@@H]2O1
- HOMO level: -9.82 eV
- LUMO level: 0.05 eV
- Orbital gap: 9.866 eV
- Energy relative to the best compared isomer or geometry (same formula, charge and spin): 478.9 kJ/mol
- Largest force on an atom: 3.82 eV/Å
- Electronic energy: -29445.4134 eV

Atomic partial charges in e from the Mulliken method, atoms 1 to 6: number 1, O, carries -0.48; number 2, O, carries -0.68; number 3, N, carries 0.00; number 4, O, carries -0.44; number 5, O, carries -0.59; number 6, O, carries -0.46

=====

Molecular formula: C25H53F3N3O13SV
Method: DFT, the ωB97M-V functional and the def2-TZVPD basis

```
! RIJCOSX wB97M-V def2-TZVPD def2/J DEFGRID3
* xyz 1 2
O 13.192 -1.290 -31.268
V 14.124 -2.245 -30.453
O 15.352 -1.410 -29.757
C 11.634 -6.303 -30.186
F 12.734 -6.779 -29.561
F 10.944 -7.262 -30.753
F 10.718 -5.580 -29.411
S 12.373 -5.068 -31.613
O 13.495 -5.756 -32.249
O 11.227 -4.915 -32.572
O 12.737 -3.851 -30.859
C 12.343 -0.072 -34.228
C 12.165 0.358 -35.713
O 12.114 1.729 -35.540
C 12.362 2.174 -34.316
O 12.333 3.314 -33.899
O 12.485 1.145 -33.565
H 13.288 -0.610 -34.143
H 11.441 -0.611 -33.939
H 11.217 0.088 -36.178
H 13.030 0.101 -36.324
C 22.434 -0.576 -28.559
C 21.080 0.170 -28.304
C 20.381 0.333 -29.726
C 19.624 -0.970 -30.224
C 18.758 -1.456 -29.082
C 19.492 -1.704 -27.717
N 20.221 -0.486 -27.348
O 20.687 -0.345 -26.050
C 18.313 -1.780 -26.723
C 20.290 -2.982 -27.686
C 21.389 1.618 -27.776
H 22.798 -0.909 -27.588
H 23.185 0.139 -28.895
H 22.410 -1.343 -29.334
H 19.662 1.152 -29.694
H 21.143 0.598 -30.458
H 20.271 -1.786 -30.547
H 19.077 -0.677 -31.120
H 18.310 -2.419 -29.325
H 17.917 -0.771 -28.974
H 17.584 -2.500 -27.096
H 18.729 -2.138 -25.781
H 17.803 -0.883 -26.373
H 20.709 -3.179 -26.700
H 19.789 -3.840 -28.136
H 21.208 -2.873 -28.263
H 21.886 2.248 -28.513
H 21.914 1.619 -26.820
H 20.516 2.207 -27.494
H 19.911 -0.095 -25.544
C 11.024 -4.838 -26.249
O 11.523 -3.971 -27.231
C 10.690 -2.904 -27.575
C 11.347 -2.012 -28.580
N 12.789 -1.826 -28.312
C 13.134 -0.637 -27.454
C 14.401 -1.012 -26.645
O 14.138 -2.314 -26.097
C 15.193 -2.726 -25.234
H 11.643 -5.714 -26.054
H 10.095 -5.302 -26.580
H 10.773 -4.328 -25.319
H 10.304 -2.397 -26.690
H 9.727 -3.174 -28.009
H 10.829 -1.054 -28.626
H 11.278 -2.422 -29.587
H 12.907 -2.603 -27.678
H 12.276 -0.409 -26.821
H 13.324 0.225 -28.093
H 14.561 -0.264 -25.868
H 15.239 -1.093 -27.337
H 15.953 -3.129 -25.903
H 14.940 -3.569 -24.591
H 15.595 -1.988 -24.541
C 15.706 0.858 -32.474
O 15.379 -0.536 -32.338
C 16.028 -1.350 -33.254
C 15.365 -2.752 -33.346
N 15.259 -3.591 -32.118
C 16.515 -3.951 -31.477
C 16.249 -4.841 -30.193
O 15.336 -4.136 -29.320
C 14.997 -4.866 -28.140
H 16.727 1.099 -32.178
H 14.992 1.451 -31.902
H 15.621 1.273 -33.478
H 17.045 -1.530 -32.905
H 15.918 -0.907 -34.243
H 15.657 -3.347 -34.212
H 14.384 -2.371 -33.628
H 14.923 -4.491 -32.429
H 17.002 -3.002 -31.253
H 17.120 -4.562 -32.146
H 17.127 -5.055 -29.584
H 15.866 -5.819 -30.487
H 14.192 -4.474 -27.519
H 15.840 -4.953 -27.455
H 14.671 -5.875 -28.395
*
```

Output
- ⟨S²⟩: 0.75
- HOMO level (alpha / beta): -11.58 / -11.58 eV
- LUMO level (alpha / beta): -2.81 / -6.85 eV
- Orbital gap (alpha / beta): 8.767 / 4.733 eV
- Largest force on an atom: 4.49 eV/Å
- Electronic energy: -102535.6177 eV

Atomic partial charges in e from the Mulliken method, atoms 1 to 6: number 1, O, carries -0.16; number 2, V, carries 1.10; number 3, O, carries -0.56; number 4, C, carries 0.56; number 5, F, carries -0.21; number 6, F, carries -0.19

=====

Molecular formula: C5H11NO
Method: DFT, the ωB97M-V functional and the def2-TZVPD basis

```
! RIJCOSX wB97M-V def2-TZVPD def2/J DEFGRID3
* xyz 0 1
C -1.049 2.088 -0.519
N -0.257 1.204 0.137
C -0.278 -1.132 1.748
C 0.754 -1.013 0.636
C 0.674 0.157 -0.343
C 0.324 -0.271 -1.759
O -1.388 2.107 -1.682
H -1.462 2.830 0.179
H -0.484 1.129 1.117
H -1.267 -0.942 1.321
H -0.323 -2.146 2.141
H -0.131 -0.453 2.588
H 1.755 -1.189 1.044
H 0.679 -1.924 0.050
H 1.634 0.679 -0.306
H 0.477 0.523 -2.485
H -0.705 -0.612 -1.821
H 1.048 -1.038 -2.045
*
```

Output
- SMILES: CC[C@@H](C)NC=O
- HOMO level: -9.56 eV
- LUMO level: 0.86 eV
- Orbital gap: 10.421 eV
- Energy relative to the best compared isomer or geometry (same formula, charge and spin): 88.8 kJ/mol
- Largest force on an atom: 1.43 eV/Å
- Electronic energy: -8900.7769 eV

Atomic partial charges in e from the Mulliken method, atoms 1 to 6: number 1, C, carries -0.12; number 2, N, carries -0.13; number 3, C, carries -1.38; number 4, C, carries -0.40; number 5, C, carries 0.41; number 6, C, carries -1.48

=====

Molecular formula: C3H8N2S
Method: DFT, the ωB97M-V functional and the def2-TZVPD basis

```
! RIJCOSX wB97M-V def2-TZVPD def2/J DEFGRID3
* xyz 0 1
C 0.536 -0.507 0.832
C -0.774 0.242 0.819
C 0.828 -1.213 -0.484
N -0.683 1.446 -0.069
N -0.384 1.060 -1.360
S 1.064 0.107 -1.780
H 1.398 0.175 1.034
H 0.278 -1.172 1.685
H -1.535 -0.335 0.398
H -1.227 0.502 1.731
H 1.795 -1.756 -0.480
H -0.146 -1.608 -0.891
H 0.093 2.099 0.357
H -1.242 0.958 -1.792
*
```

Output
- SMILES: C1CNNSC1
- HOMO level: -8.29 eV
- LUMO level: 0.98 eV
- Orbital gap: 9.278 eV
- Energy relative to the best compared isomer or geometry (same formula, charge and spin): 280.9 kJ/mol
- Largest force on an atom: 3.22 eV/Å
- Electronic energy: -17053.8185 eV

Atomic partial charges in e from the Mulliken method, atoms 1 to 6: number 1, C, carries -0.40; number 2, C, carries -0.89; number 3, C, carries -0.55; number 4, N, carries -0.36; number 5, N, carries -0.30; number 6, S, carries -0.06

=====

Molecular formula: C3H6P2
Method: DFT, the ωB97M-V functional and the def2-TZVPD basis

```
! RIJCOSX wB97M-V def2-TZVPD def2/J DEFGRID3
* xyz 0 3
C -0.218 0.480 0.487
C -2.628 -0.423 0.691
C 0.752 0.131 1.528
P -1.201 -0.969 0.024
P -0.485 1.895 -0.411
H -3.504 -0.991 0.715
H -2.582 0.432 1.222
H 0.245 -0.238 2.424
H 1.402 1.052 1.814
H 1.541 -0.558 1.115
H 0.203 2.886 0.397
*
```

Output
- ⟨S²⟩: 2.01
- HOMO level (alpha / beta): -6.48 / -9.59 eV
- LUMO level (alpha / beta): 0.11 / -2.44 eV
- Orbital gap (alpha / beta): 6.595 / 7.149 eV
- Energy relative to the best compared isomer or geometry (same formula, charge and spin): 111.2 kJ/mol
- Largest force on an atom: 4.48 eV/Å
- Electronic energy: -21780.3935 eV

Atomic partial charges in e from the Mulliken method, atoms 1 to 6: number 1, C, carries 0.04; number 2, C, carries -0.53; number 3, C, carries -0.92; number 4, P, carries -0.01; number 5, P, carries -0.08; number 6, H, carries 0.30